DFT (ωB97M-V/def2-TZVPD) results for a cluster of 8 separate species, C46H54BN2 in total.

Its net charge is -1. As for the total energy: -52234.8014 eV. The orbital gap comes out at 5.5 eV. As for the LUMO energy: 1.83 eV. The HOMO energy is -3.67 eV.

```
103
Properties=species:S:1:pos:R:3:forces:R:3
C -3.6686 -3.8614 1.5474 0.086 0.020 -0.416
C -4.6317 -3.1225 0.6196 0.033 0.145 0.118
N -5.1340 -1.9122 1.2515 0.070 -0.228 -0.003
B -6.2327 -2.1103 2.3455 -0.285 0.247 -0.036
C -7.6728 -2.6956 1.7338 0.367 0.106 0.142
C -7.8026 -4.1824 1.7023 -0.068 -0.103 -0.026
N -8.8559 -4.8288 1.3800 0.007 0.061 0.009
H -4.0366 -3.8473 2.5686 -0.024 -0.014 0.062
H -2.6991 -3.3626 1.4993 0.074 -0.013 0.252
H -3.5284 -4.8954 1.2212 0.031 -0.071 0.048
H -4.0717 -2.8482 -0.2835 -0.042 -0.048 -0.123
H -5.4189 -3.8197 0.2824 -0.102 -0.026 0.062
H -5.5205 -1.3309 0.5163 0.027 0.146 0.046
H -6.4621 -1.0093 2.8679 0.048 -0.063 -0.075
H -5.8408 -2.8786 3.2267 0.027 -0.046 0.026
H -8.5156 -2.2975 2.3070 -0.109 -0.035 0.003
H -7.8145 -2.3251 0.7098 -0.090 -0.002 -0.079
H -6.9010 -4.7309 2.0046 0.060 -0.027 0.016
H -8.6687 -5.8282 1.4538 -0.024 -0.043 -0.008
C 0.3907 -0.6947 3.1049 0.042 0.004 0.034
C -0.5014 -1.2208 2.1817 -0.132 0.064 0.030
C -0.0236 -1.9030 1.0734 0.023 -0.022 -0.086
C 1.3426 -2.0630 0.8881 0.024 -0.006 -0.027
C 2.2357 -1.5422 1.8148 0.011 0.016 0.000
C 1.7583 -0.8583 2.9245 -0.008 0.041 -0.007
H 0.0177 -0.1553 3.9667 -0.015 -0.022 0.007
H -1.5690 -1.0996 2.3201 -0.015 -0.021 -0.006
H -0.7241 -2.3081 0.3539 -0.018 -0.018 0.014
H 1.7133 -2.5962 0.0206 0.011 -0.018 0.016
H 3.3018 -1.6682 1.6713 0.005 -0.008 0.003
H 2.4536 -0.4488 3.6478 0.006 -0.006 0.010
C 2.1202 -1.8458 -3.0469 0.008 0.008 0.026
C 2.9008 -1.8540 -4.1942 0.041 0.015 -0.001
C 2.5436 -2.6520 -5.2718 0.030 -0.007 -0.041
C 1.4088 -3.4487 -5.2005 -0.007 0.009 0.003
C 0.6298 -3.4440 -4.0514 0.010 0.002 -0.018
C 0.9855 -2.6414 -2.9764 -0.036 0.009 0.041
H 2.3917 -1.2172 -2.2080 -0.004 -0.002 0.011
H 3.7849 -1.2309 -4.2522 0.014 -0.010 0.011
H 3.1507 -2.6508 -6.1692 -0.021 0.004 -0.010
H 1.1290 -4.0693 -6.0423 -0.001 -0.004 -0.005
H -0.2579 -4.0603 -3.9948 -0.006 -0.003 0.006
H 0.3745 -2.6298 -2.0828 -0.016 -0.002 -0.008
C -0.3422 3.6097 4.8730 0.015 0.040 -0.014
C 0.5179 2.5568 5.1533 0.035 -0.007 -0.027
C 0.6051 2.0568 6.4447 -0.008 -0.023 -0.004
C -0.1741 2.6041 7.4549 0.014 0.005 0.013
C -1.0310 3.6588 7.1761 0.004 0.021 0.023
C -1.1111 4.1649 5.8861 -0.004 -0.006 -0.001
H -0.4143 3.9933 3.8632 -0.010 -0.023 -0.014
H 1.1129 2.1208 4.3602 -0.013 -0.005 -0.009
H 1.2729 1.2327 6.6621 -0.004 -0.013 -0.001
H -0.1175 2.2044 8.4591 -0.001 -0.001 0.006
H -1.6470 4.0769 7.9617 -0.013 0.003 -0.003
H -1.7833 4.9852 5.6672 -0.011 -0.003 -0.003
C 6.0454 -3.0119 -7.3539 -0.015 0.014 0.014
C 6.8533 -2.6183 -8.4116 0.002 0.014 -0.004
C 6.9403 -3.4088 -9.5491 0.004 -0.003 -0.005
C 6.2182 -4.5915 -9.6298 -0.004 0.005 -0.009
C 5.4087 -4.9842 -8.5730 0.006 0.007 -0.014
C 5.3241 -4.1951 -7.4346 -0.028 -0.010 0.034
H 5.9774 -2.3965 -6.4654 0.002 0.002 0.009
H 7.4151 -1.6952 -8.3487 0.005 0.005 0.004
H 7.5713 -3.1028 -10.3737 0.001 0.003 -0.005
H 6.2847 -5.2063 -10.5182 0.001 -0.004 -0.005
H 4.8418 -5.9038 -8.6372 0.004 -0.010 0.005
H 4.6938 -4.4997 -6.6087 0.008 -0.013 0.002
C -6.5832 2.7866 8.2604 -0.005 0.000 0.001
C -6.0622 1.5263 8.0028 0.000 0.004 0.013
C -4.9588 1.3862 7.1728 -0.007 -0.019 0.000
C -4.3766 2.5072 6.5991 0.009 -0.013 -0.011
C -4.9002 3.7670 6.8533 0.031 0.012 0.021
C -6.0023 3.9081 7.6850 -0.007 0.012 -0.001
H -7.4485 2.8941 8.9021 -0.004 0.000 0.006
H -6.5230 0.6502 8.4403 -0.002 -0.008 -0.004
H -4.5616 0.4026 6.9600 -0.011 -0.005 -0.020
H -3.5183 2.3972 5.9497 -0.004 -0.006 -0.019
H -4.4502 4.6409 6.3982 -0.001 0.005 -0.008
H -6.4141 4.8909 7.8777 0.000 0.005 0.003
C 2.2196 5.3672 -0.3056 -0.002 -0.001 -0.005
C 3.0769 4.3129 -0.0235 0.003 -0.006 -0.009
C 3.1686 3.8202 1.2706 0.004 -0.009 0.003
C 2.4015 4.3804 2.2824 0.009 -0.014 0.013
C 1.5430 5.4333 1.9996 -0.004 0.020 0.009
C 1.4528 5.9279 0.7061 -0.007 -0.001 -0.007
H 2.1445 5.7486 -1.3159 0.000 0.004 -0.006
H 3.6701 3.8710 -0.8139 0.007 -0.002 -0.005
H 3.8344 2.9955 1.4900 -0.005 -0.011 -0.001
H 2.4691 3.9943 3.2915 -0.006 0.009 0.009
H 0.9419 5.8669 2.7888 0.007 0.007 0.009
H 0.7807 6.7471 0.4854 -0.005 0.002 -0.001
C 3.2975 1.4311 -5.7608 -0.033 -0.016 0.011
C 3.3531 2.7324 -5.2815 0.013 0.012 -0.002
C 4.1856 3.6611 -5.8908 0.008 0.002 0.007
C 4.9621 3.2885 -6.9794 0.004 0.007 -0.002
C 4.9066 1.9871 -7.4586 0.010 -0.003 -0.006
C 4.0744 1.0584 -6.8490 0.007 -0.024 0.007
H 2.6478 0.7062 -5.2881 -0.019 0.012 -0.007
H 2.7463 3.0219 -4.4332 -0.010 -0.001 0.003
H 4.2296 4.6760 -5.5169 -0.001 0.007 0.000
H 5.6101 4.0135 -7.4553 0.004 0.004 -0.002
H 5.5100 1.6969 -8.3095 0.004 -0.004 -0.005
H 4.0295 0.0427 -7.2229 -0.008 -0.006 -0.007
```
Positions in Å, forces in eV/Å.